236
Properties=species:S:1:pos:R:3:forces:R:3:mulliken_charge:R:1 method="wB97M-V/def2-TZVPD" multiplicity=1 mol_weight_g_mol=1627.654 energy_ha=-6047.3886
C 13.269495 16.431635 23.716075 -0.208 -0.710 0.956 0.6872
C 12.950735 17.294345 24.941945 0.604 -0.344 -0.690 0.3205
O 11.947275 18.138425 24.438605 -0.423 0.959 2.574 -0.3073
C 11.372875 17.625435 23.381015 -2.852 1.522 -3.432 0.5010
O 10.359155 18.056385 22.810335 3.004 -1.419 2.071 -0.6072
O 12.162765 16.678965 22.886835 -0.424 -0.866 -1.376 -0.3502
F 13.967265 18.055845 25.365085 0.584 0.514 0.025 -0.1430
H 13.181335 15.398735 24.052905 0.394 -0.152 -0.324 -0.0057
H 14.221495 16.594075 23.210705 -0.187 0.233 0.145 -0.4152
H 12.672175 16.670695 25.791395 -0.646 0.331 0.082 0.1738
C 17.897365 24.694205 20.118935 0.027 -0.876 -0.060 0.7330
C 16.645275 24.454145 20.873905 -1.077 -1.233 -1.493 0.7335
O 15.717115 25.236145 20.141465 -1.736 -1.341 2.053 -0.3690
C 16.361205 26.229615 19.568345 -0.825 1.584 -1.472 0.5452
O 15.870005 27.216975 19.105745 0.070 -0.357 0.322 -0.6092
O 17.614255 25.892885 19.469755 2.881 1.891 -0.435 -0.3944
F 16.743605 24.871615 22.141325 -0.149 0.498 0.967 -0.3402
H 17.983975 23.983915 19.296695 0.583 -0.565 0.546 -0.3102
H 18.686625 24.729635 20.869875 0.590 0.187 -0.753 0.0188
H 16.320855 23.414095 20.840005 -0.170 0.087 0.204 -0.0498
C 20.909935 19.341225 14.879595 -1.745 0.141 -0.131 -0.3084
C 20.142545 19.252235 16.160415 -0.779 2.070 1.234 0.6089
O 20.960895 19.965585 17.098355 0.606 -0.142 -0.363 0.2422
C 22.199415 20.110025 16.558895 3.030 2.153 1.414 0.2937
O 23.188215 20.637525 17.118485 -3.872 -2.212 -1.977 -0.6360
O 22.177675 19.696475 15.273645 2.381 0.138 0.771 -0.3614
F 19.949205 18.038745 16.654975 0.007 -1.777 0.195 -0.2956
H 20.494755 20.195815 14.345375 -0.200 -0.365 -0.604 0.3991
H 20.837955 18.382775 14.365495 0.377 0.202 -0.290 0.2376
H 19.180305 19.764155 16.172165 0.000 -0.017 -0.290 -0.1908
C 15.064625 15.275175 20.112405 1.238 0.383 0.806 1.4582
C 13.857755 14.622445 19.665575 -1.005 -2.113 -0.142 0.3254
O 13.415195 15.415575 18.601565 -2.420 -0.714 0.646 -0.3105
C 14.421915 16.099135 18.160155 2.062 0.570 -1.985 0.5284
O 14.442825 16.713525 17.139805 -0.252 0.600 -0.044 -0.6081
O 15.522245 15.879275 18.900535 0.516 0.352 0.830 -0.2145
F 12.954505 14.554255 20.655725 -0.784 0.262 0.306 -0.2204
H 15.744015 14.547985 20.557075 0.319 0.480 -0.172 -0.4059
H 14.743855 16.012415 20.848395 0.480 0.303 0.095 -0.7416
H 14.015755 13.600675 19.320435 -0.123 -0.075 -0.253 0.1841
C 14.232115 19.772415 17.384295 -1.429 -0.829 0.331 -0.1624
C 13.832725 21.214585 17.280735 0.886 -0.623 -0.789 0.1978
O 14.676675 21.748865 18.264165 0.659 2.453 -0.017 0.0070
C 15.846105 21.071575 18.261865 1.501 0.936 1.139 0.1862
O 16.950895 21.510305 18.611775 -3.276 -1.426 -0.817 -0.2852
O 15.551895 19.843285 17.852275 2.323 -0.684 -0.624 0.1356
F 12.567865 21.491725 17.536385 -1.178 0.009 0.888 -0.3413
H 14.121785 19.221055 16.450515 0.382 -0.114 0.267 0.4374
H 13.676595 19.300565 18.194765 -0.426 -0.140 -0.340 -0.1163
H 13.998595 21.595745 16.273105 0.577 0.513 0.035 0.0482
C 19.399375 19.788115 20.337065 0.396 0.823 -0.543 0.9806
C 18.032005 19.626685 21.032315 2.434 2.384 0.527 0.6829
O 18.414945 19.629045 22.390615 -1.516 0.829 0.544 0.3113
C 19.734505 19.584515 22.535205 0.592 -0.869 0.283 -0.3456
O 20.299055 19.561815 23.575655 0.227 0.190 0.791 -0.3819
O 20.307075 19.429305 21.360925 1.035 0.094 -0.611 -0.2487
F 17.613555 18.434335 20.772315 -2.081 -3.109 -0.919 -0.1301
H 19.671605 20.799955 20.036765 -0.503 0.208 0.030 -0.8262
H 19.601695 19.148055 19.478285 -0.528 -0.220 0.156 -0.3487
H 17.280505 20.407325 20.914215 -0.031 -0.219 -0.352 -0.0877
C 21.998765 16.398435 27.731645 0.176 0.265 0.204 -0.0974
O 22.592605 15.397335 26.934475 -0.140 0.274 -0.547 -0.4980
C 23.141395 15.976655 25.760835 1.021 -0.520 -0.021 0.4887
C 24.034145 14.898925 25.176155 -0.564 0.413 -0.348 -0.8145
O 24.690775 15.433505 24.002535 -0.716 -0.862 0.835 -0.0066
C 25.591905 14.507735 23.416315 -0.252 0.097 0.252 -0.9187
H 22.794925 16.892545 28.288495 -0.180 0.310 0.189 0.2695
H 21.262245 15.977065 28.415815 0.169 -0.268 -0.033 0.3076
H 21.492325 17.134555 27.107345 -0.065 0.131 -0.018 -0.2368
H 23.859315 16.781055 25.920945 -0.353 0.596 0.708 0.0437
H 22.366985 16.348985 25.090195 -0.146 -0.129 -0.141 -0.1049
H 23.392245 14.025945 25.058025 0.117 -0.361 -0.991 0.3695
H 24.701775 14.604215 25.985795 0.661 0.162 -0.186 0.4430
H 26.102265 14.995815 22.586005 0.136 0.142 0.277 0.2453
H 25.090695 13.635685 22.996305 -0.308 -0.147 0.047 0.3195
H 26.270925 14.160745 24.195175 0.417 -0.049 -0.186 0.3430
C 25.300425 23.493215 25.401405 0.691 0.762 -0.339 -0.7135
O 26.170585 22.587735 26.020335 0.975 -0.920 -0.780 -0.3180
C 27.045555 21.883045 25.088285 0.007 -0.735 1.545 -0.8254
C 26.363775 20.992535 24.117335 -2.737 -0.109 -0.350 0.0619
O 25.833745 19.800645 24.686545 0.596 -0.708 0.555 -0.2391
C 25.196635 18.899775 23.771025 1.136 0.635 -0.354 -0.2439
H 24.322925 23.077715 25.156575 -0.083 -0.033 0.038 0.1715
H 25.800215 23.864555 24.506745 -0.314 0.082 -0.477 0.3682
H 25.219045 24.378985 26.031405 -0.352 -0.194 0.287 0.2731
H 27.610395 21.193655 25.715815 0.489 0.447 0.263 0.3120
H 27.694905 22.549645 24.520755 0.035 0.368 0.272 0.3977
H 26.925385 20.828635 23.197645 0.204 -0.125 0.015 0.4135
H 25.439075 21.536215 23.923835 -0.071 0.425 -1.225 0.0345
H 24.690525 19.451605 22.978915 -0.683 0.112 0.211 0.1249
H 24.573755 18.176245 24.296965 -0.044 0.441 0.041 -0.2168
H 25.960375 18.347605 23.223385 0.238 -0.324 0.063 0.3192
C 20.060085 23.398205 23.225915 -1.011 1.547 1.213 -0.7761
O 20.380165 22.748655 22.067605 1.184 -0.820 -1.473 0.2482
C 21.708345 22.898325 21.580465 0.414 0.122 -1.147 -0.9229
C 21.796165 23.380615 20.097685 -0.600 -0.416 1.738 -0.1181
O 21.300205 24.684835 19.943915 0.351 0.310 -0.209 -0.4141
C 21.250005 25.107085 18.568535 -0.637 0.124 1.411 -0.4065
H 18.988155 23.587375 23.168675 -0.142 0.107 0.177 0.0053
H 20.547015 24.369815 23.309445 0.123 0.228 -0.162 0.4816
H 20.223265 22.912815 24.188135 0.369 -0.762 -0.148 0.1527
H 22.229615 21.941145 21.593995 -0.206 -0.401 -0.005 0.4292
H 22.378015 23.540815 22.152165 -0.572 0.440 0.548 0.4823
H 21.204245 22.677785 19.511365 0.163 -0.147 -0.483 -0.0437
H 22.865955 23.319685 19.897835 0.119 -0.083 -0.597 0.4593
H 20.831635 26.112865 18.606955 0.016 -0.027 -0.139 0.2418
H 20.525215 24.450095 18.087765 0.275 -0.043 -0.652 -0.0146
H 22.234245 25.159625 18.103125 -0.005 -0.372 -0.110 0.3166
C 21.690595 15.592155 22.052775 0.269 -0.703 -0.944 -0.5559
O 21.699345 16.303865 20.801235 -0.409 0.239 1.898 0.2306
C 22.328295 15.620045 19.744155 -0.235 1.652 -0.286 -0.4221
C 22.407475 16.746505 18.649555 1.007 -2.111 -0.882 1.3128
O 23.148105 16.104525 17.598725 0.663 0.609 -1.109 -0.5503
C 23.591545 16.913655 16.453225 -1.099 -0.823 1.393 -0.3842
H 21.411245 16.121165 22.963935 -0.081 0.940 -0.623 -0.0611
H 22.689905 15.196485 22.234255 0.110 -0.176 0.088 0.1743
H 20.977675 14.771015 21.978075 -0.030 -0.380 -0.046 0.2567
H 21.762445 14.738705 19.442255 -0.323 0.110 -0.418 -0.2046
H 23.317135 15.248175 20.012485 0.359 0.307 0.073 0.4361
H 22.966835 17.629675 18.958115 -0.241 0.042 0.507 -0.4257
H 21.415055 17.007075 18.281715 -0.132 0.152 0.232 -0.3664
H 24.140825 16.233435 15.802315 -0.003 0.129 0.140 0.3426
H 24.200305 17.771875 16.737795 0.165 -0.053 0.224 0.1614
H 22.707265 17.280555 15.932135 -0.055 0.012 -0.198 -0.0058
C 17.958035 22.558335 15.466055 0.236 1.477 0.296 -0.3713
O 18.312995 21.590265 14.578505 -0.765 -2.398 -1.352 -0.1676
C 17.157595 21.151795 13.821805 1.641 0.524 -0.885 -0.3499
C 17.567615 19.873485 13.107485 -0.649 0.407 1.292 -0.3433
O 18.521435 20.081995 12.133355 0.705 1.553 -0.155 -0.3063
C 18.848725 19.000835 11.320425 -0.877 -0.746 -0.134 -0.7548
H 18.892195 22.849065 15.946605 -0.280 0.275 0.387 0.1234
H 17.205185 22.236245 16.185475 0.017 -0.037 0.228 -0.0741
H 17.567365 23.385645 14.873565 -0.176 0.618 0.396 0.4498
H 16.925595 21.930635 13.095375 -0.248 0.223 -0.022 0.4053
H 16.299055 20.977545 14.470365 -0.030 -0.148 0.169 0.0979
H 16.659345 19.407305 12.725615 -0.016 -0.401 -0.135 0.5126
H 17.960345 19.362615 13.986615 0.203 -1.191 -0.227 0.0071
H 17.913375 18.581635 10.949635 -0.111 -0.393 -0.212 0.3474
H 19.364855 18.218965 11.877545 0.253 -0.107 0.001 0.2729
H 19.415565 19.302145 10.439515 0.172 0.310 0.382 0.2392
C 16.820165 21.746355 24.715415 1.151 -1.180 -0.766 0.0629
O 17.029375 20.870265 25.829775 0.100 -0.569 -0.045 -0.5849
C 17.053015 19.437005 25.490375 -1.166 1.285 0.099 0.8820
C 17.060675 18.667715 26.800535 0.633 -0.485 -0.133 -1.0632
O 17.612895 17.359015 26.552615 -0.035 1.010 -0.870 0.0592
C 18.027315 16.698735 27.700645 -0.511 0.098 0.787 -0.9249
H 17.639605 21.563375 24.020335 0.080 -0.223 -0.435 -0.2619
H 16.960675 22.811215 24.900955 -0.508 -0.155 1.000 0.3827
H 15.896705 21.533565 24.176855 -0.324 0.119 0.218 0.1625
H 17.872635 19.104725 24.853265 0.431 0.468 0.195 -0.0923
H 16.137155 19.237725 24.933965 -0.166 -0.096 -0.127 -0.1980
H 16.086135 18.548525 27.273995 -0.252 0.169 -0.147 0.3130
H 17.691065 19.231405 27.488255 0.230 -0.054 0.183 0.5930
H 18.664695 15.856235 27.432225 -0.018 0.121 0.032 0.2324
H 17.154185 16.363925 28.260685 -0.214 -0.513 0.117 0.3196
H 18.511265 17.379735 28.400745 0.604 0.055 -0.076 0.3204
C 16.843455 12.082885 21.944515 0.727 1.617 0.282 -0.4621
O 15.607315 12.691705 22.209745 -2.148 -0.795 -1.363 -0.3232
C 15.313135 13.106295 23.496985 1.213 0.595 1.185 -0.7604
C 16.246765 14.231925 23.970325 -0.050 -0.664 -0.591 -0.6687
O 16.130515 15.314775 23.079795 -0.490 -1.262 -0.455 0.7757
C 16.782405 16.416235 23.574955 0.239 1.574 0.814 -1.6740
H 17.427605 12.978195 21.731725 1.286 -0.374 0.184 0.0311
H 16.901455 11.501685 21.024215 -0.842 -0.218 0.167 0.2674
H 17.223065 11.520055 22.797275 0.108 -0.072 -0.008 0.4011
H 15.398215 12.276915 24.199125 0.052 -0.234 0.228 0.4176
H 14.297765 13.491645 23.589825 -0.131 -0.219 -0.652 0.2201
H 17.295935 13.937865 23.940595 0.175 -0.372 0.255 0.4269
H 16.015885 14.508725 24.999005 -0.205 0.184 0.213 0.3546
H 16.867825 17.138965 22.763495 0.119 0.141 0.265 0.1374
H 17.737605 16.248225 24.072425 0.548 -0.477 -0.586 0.5494
H 16.234745 16.804895 24.433505 -0.436 0.558 -0.044 0.3915
C 18.616375 14.626325 18.679145 -0.305 -0.601 -0.428 -0.4607
O 19.609845 13.629515 18.485175 -0.891 -0.512 0.441 -0.4180
C 19.342455 12.333155 19.066415 1.892 0.588 -0.667 -0.1521
C 20.575805 11.509285 18.697535 0.008 0.164 -0.564 -0.8428
O 20.514095 10.997045 17.337615 0.008 -0.493 1.258 -0.3191
C 21.350215 9.852845 17.179655 0.371 0.122 0.688 -0.7887
H 18.998585 15.546435 18.237115 -0.076 -0.056 0.132 0.1459
H 18.297395 14.790055 19.708495 0.565 0.035 0.488 0.1049
H 17.689335 14.333655 18.186135 -0.102 0.058 -0.442 0.4687
H 18.469495 11.770765 18.735145 -0.452 0.546 -0.292 0.4575
H 19.349985 12.437525 20.151385 -0.266 -0.012 0.236 0.1528
H 20.718885 10.753565 19.469875 -0.199 -0.703 -0.294 0.4603
H 21.449405 12.153685 18.795825 0.116 0.204 -0.147 0.2889
H 22.390325 10.067125 17.425315 0.347 0.523 -0.492 0.3204
H 21.276715 9.419225 16.182315 -0.176 0.392 0.037 0.2661
H 21.167945 9.072325 17.918345 -0.809 -0.219 0.068 0.3220
C 25.407345 19.560895 19.504695 0.666 0.457 -0.262 0.0125
O 26.675995 19.311605 18.880705 0.074 -0.750 0.275 -0.3447
C 27.509625 20.458575 18.853775 -0.257 -0.025 -0.875 -0.3303
C 28.927055 20.254455 18.215065 -0.467 0.048 0.486 -0.5408
O 28.952675 19.594195 16.983365 0.597 -0.450 -1.048 -0.2909
C 30.224125 19.715855 16.255555 -1.795 0.213 0.390 -0.7616
H 24.757275 18.686755 19.542175 0.533 -0.289 -0.361 -0.0609
H 24.879725 20.334475 18.946755 -0.116 0.164 0.069 0.2260
H 25.552965 19.867865 20.540385 0.055 0.244 0.198 0.1585
H 27.651995 20.838815 19.865325 0.294 0.021 0.307 0.1867
H 26.934885 21.225345 18.334315 0.195 0.354 -0.371 0.3018
H 29.541035 19.735635 18.951235 0.180 -0.332 0.115 0.2908
H 29.401055 21.222865 18.055105 -0.239 0.537 0.413 0.3809
H 30.171495 19.008715 15.427745 0.190 -0.396 0.463 0.2435
H 31.077465 19.591985 16.922305 0.035 -0.231 -0.113 0.3092
H 30.271065 20.676395 15.742465 0.072 0.428 0.357 0.3069
C 25.971135 19.667685 30.255375 -0.005 0.737 -0.960 -0.7792
O 24.936415 20.275315 29.468405 -0.141 -0.276 0.728 -0.3837
C 25.233285 20.426035 28.092315 -1.312 0.001 -0.547 -0.6979
C 23.948925 20.680085 27.234915 0.519 0.302 0.153 -0.3385
O 22.961965 19.686585 27.226335 1.173 -1.311 1.119 -0.3219
C 21.899885 19.992845 26.412225 -1.017 0.439 -0.188 -0.6578
H 26.896585 20.220365 30.093555 0.271 0.090 0.114 0.3288
H 26.168655 18.636605 29.962155 -0.217 -0.217 -0.078 0.2901
H 25.735455 19.714615 31.318545 -0.357 0.057 -0.217 0.2709
H 25.804425 19.562565 27.751275 -0.082 -0.151 -0.322 0.4043
H 25.785915 21.339065 27.870815 0.460 -0.030 0.353 0.3624
H 24.258155 20.910495 26.215415 0.449 -0.432 -0.210 0.0777
H 23.478295 21.622665 27.514465 -0.055 0.300 0.739 0.5923
H 21.040265 19.356735 26.623205 0.216 -0.397 0.040 -0.0577
H 22.132555 19.904245 25.351035 0.043 0.214 -0.174 0.4259
H 21.539465 20.986435 26.678625 -0.086 0.507 -0.417 0.4765
C 13.953705 23.452315 22.960355 -0.300 -0.657 0.582 -0.5020
O 13.431135 22.185805 23.339655 -0.334 0.568 -0.412 -0.3706
C 12.403935 21.709475 22.517395 -0.413 -1.782 -0.094 -0.5490
C 12.784175 21.471865 21.031835 -0.673 1.283 1.301 -0.6899
O 13.946665 20.697545 21.002735 0.004 -0.822 -0.609 0.4666
C 13.665205 19.293025 21.099465 1.009 0.676 -0.532 0.0335
H 14.735315 23.269445 22.222965 0.173 0.454 0.188 -0.1099
H 14.277085 23.857175 23.919315 0.574 0.355 -0.433 0.3445
H 13.190655 24.112245 22.547625 -0.114 0.037 -0.114 0.4951
H 11.442625 22.211445 22.626945 0.060 0.753 -0.142 0.4123
H 12.211485 20.743855 22.984995 -0.211 -0.313 -0.209 -0.0365
H 12.907395 22.454105 20.575635 0.857 0.032 -0.174 0.2965
H 11.959315 21.077165 20.438615 -0.202 -0.601 0.248 0.4975
H 13.280835 18.899655 20.158385 -0.495 0.091 -0.103 0.0080
H 12.981175 19.032285 21.907065 0.204 0.079 0.059 -0.4792
H 14.660855 18.857015 21.181085 -0.105 -0.332 0.544 0.0811